1.
{"formula": "C40H52BrMoN5O4SSbSi3", "method": "ωB97M-V/def2-TZVPD", "multiplicity": 3, "homo_energy_ev": [-10.52, -10.69], "gap_ev": [6.80, 6.73], "charge": 1, "s2": 2.017, "symbols": ["C", "C", "H", "C", "H", "H", "N", "Mo", "Si", "H", "H", "H", "C", "H", "C", "O", "H", "H", "C", "H", "H", "H", "H", "H", "C", "H", "Br", "H", "H", "H", "H", "N", "S", "H", "C", "H", "H", "C", "H", "C", "H", "H", "H", "O", "C", "C", "H", "N", "H", "C", "C", "H", "C", "H", "H", "H", "H", "C", "C", "C", "H", "H", "C", "O", "H", "C", "C", "C", "H", "H", "H", "C", "H", "C", "Sb", "Si", "H", "C", "C", "H", "C", "H", "C", "C", "H", "N", "H", "H", "H", "C", "H", "O", "C", "C", "H", "C", "H", "N", "C", "C", "C", "Si", "C", "C", "H", "C", "H", "C"], "positions_angstrom": [[2.01166, 3.29132, 3.86516], [2.38544, 1.02820, -1.62470], [2.26442, 3.32685, 4.91850], [3.90397, -2.97396, 0.60789], [-4.37811, 2.83547, 4.04620], [-2.65626, 0.17486, 4.71889], [-1.86804, -1.00734, 1.37884], [0.14612, -0.64618, 0.88724], [-4.71188, 0.46637, 3.30760], [-1.05758, 1.90985, 5.15611], [-5.80070, 2.11304, 4.79344], [-6.70966, -0.23473, 0.17919], [6.62920, -2.46645, 0.65468], [-2.97524, 1.00079, -1.37043], [-1.62254, -1.66057, -1.74522], [1.77470, -4.51282, 0.26073], [-7.19732, 1.23296, 1.03575], [-7.04144, 1.23981, -0.71417], [-2.25037, -3.35613, 1.04772], [2.41722, -1.25526, 4.04896], [-0.88290, 0.43433, 6.11646], [-4.33029, 1.81349, -2.13313], [-5.87953, 2.68712, 3.13123], [-4.25441, 3.68333, 1.35050], [-3.60710, -3.07090, 0.84163], [-4.28558, -3.86818, 0.57060], [-0.86128, 1.79680, -3.82548], [3.74072, -1.27492, -0.66565], [2.79644, 0.32273, 4.74737], [2.50773, 4.74640, 0.87890], [-0.33542, -1.76976, 5.23252], [1.45871, -2.03230, -0.19648], [2.16002, -3.20666, 0.71805], [-1.11157, 2.09456, -0.34982], [-4.93407, 3.31698, 0.58019], [1.38141, -3.98321, -2.16823], [-2.55660, -2.68747, -3.35138], [0.80162, 2.16391, 2.23116], [-7.00186, -0.26666, 2.52462], [8.10049, -2.17575, 0.71648], [2.71674, 0.12736, 3.00034], [-0.35616, -2.39082, 1.52903], [-4.44230, 0.09911, -1.78711], [3.74665, 1.31654, 0.27190], [0.51091, -2.33308, -1.12755], [-0.57315, -3.44885, -2.92672], [0.26377, -2.28702, 3.67956], [1.12047, 1.20435, -2.00795], [6.76727, -4.23259, 1.85998], [-3.69709, 0.61519, 1.63898], [3.44104, 0.94942, -2.52200], [-1.38389, -1.65844, 3.83955], [2.11905, 4.06864, 1.62727], [-2.46174, -1.01331, -1.54076], [0.42351, 1.60555, 6.04838], [4.32342, -4.67960, 1.83195], [8.65303, -2.90745, 0.12381], [2.26027, -0.18232, 3.94257], [0.52648, -3.32848, -2.10519], [-4.06201, 1.04860, -1.40178], [-3.47443, -1.37151, 4.46111], [-4.71965, 3.86868, -0.33632], [4.41030, -1.90134, -0.10129], [1.77798, 0.35593, 0.61392], [-5.99024, -1.66220, 2.90678], [-4.05489, -1.78383, 0.99183], [-6.23861, -0.64280, 3.20200], [-1.45288, -2.28612, 1.31220], [8.47129, -2.24075, 1.73914], [-5.94650, 3.59137, 0.87807], [4.45048, 0.86513, -2.14558], [-6.60218, 0.85015, 0.20687], [-2.60863, 3.06185, -0.34966], [1.86321, 1.20526, -4.28867], [-2.06008, 2.05660, 2.19641], [0.40818, 0.22987, 3.95728], [3.96137, 0.91834, -4.60973], [0.89691, 1.32722, -3.30198], [4.74187, -3.82994, 1.30817], [1.00419, 2.91939, 0.21412], [-1.67402, -2.61202, -2.73378], [-1.12536, 3.76231, 0.27878], [-0.35834, 1.12687, 5.45658], [-0.11486, 1.00037, 2.12725], [6.16627, -0.79185, -0.60382], [-0.54202, -1.49812, -0.97053], [1.59538, 1.28834, -5.33133], [-6.68282, -0.69670, 4.19761], [8.32353, -1.18503, 0.32559], [5.77109, -1.64809, -0.07259], [-4.12280, -0.21673, 5.61277], [1.74628, -2.85724, 2.06611], [-3.18123, -0.71817, 1.31179], [-3.63075, -0.30665, 4.64296], [-5.10059, -1.55082, 0.85783], [-5.23850, 2.19210, 3.86171], [3.13997, 5.01697, 3.27859], [1.20034, 2.30791, 3.49666], [1.26531, 3.04705, 1.25405], [-0.35307, -1.53080, 4.16613], [2.68831, 0.90681, -0.14063], [-4.80833, 1.44324, 0.28890], [6.09966, -3.57566, 1.31733], [-1.69507, 2.84140, 0.19047], [-0.58424, -4.19042, -3.71386], [3.16937, 1.00400, -3.87837], [-1.84816, -4.35681, 0.99012], [2.48647, 4.21884, 2.95899]], "forces_ev_per_angstrom": [[-0.087, 0.105, 0.023], [-0.013, -0.238, 0.049], [0.081, 0.027, -0.018], [-0.292, 0.275, -0.294], [-0.012, 0.025, 0.025], [0.016, -0.028, 0.061], [-0.808, -0.921, 0.095], [0.684, 1.025, -0.248], [-0.158, -0.019, 0.454], [0.038, 0.033, -0.004], [-0.016, -0.073, 0.024], [-0.055, -0.011, -0.021], [-0.034, 0.073, -0.075], [0.076, 0.050, -0.057], [-0.215, 0.264, -0.065], [0.191, -0.040, -0.183], [-0.012, 0.005, 0.002], [0.060, 0.063, -0.047], [0.183, -0.259, 0.103], [-0.011, -0.021, 0.018], [-0.035, -0.022, -0.024], [-0.042, 0.045, 0.029], [-0.029, 0.015, 0.003], [-0.046, 0.104, -0.001], [0.219, 0.022, 0.048], [-0.062, 0.013, 0.042], [-0.182, -0.143, 0.060], [0.005, 0.064, -0.047], [-0.055, 0.091, 0.019], [-0.017, 0.010, -0.021], [0.063, 0.100, 0.053], [0.240, -0.197, 0.639], [-0.303, -0.122, 0.211], [0.005, 0.129, -0.142], [0.081, -0.270, 0.043], [0.002, -0.008, -0.084], [-0.006, -0.014, -0.002], [0.481, 0.500, -0.164], [-0.023, -0.036, 0.033], [0.024, -0.100, -0.069], [0.039, 0.033, 0.021], [-0.260, -1.096, 0.213], [-0.024, -0.036, 0.041], [0.006, -0.186, 0.102], [-0.222, -0.226, -0.560], [0.154, 0.077, 0.158], [-0.036, -0.051, -0.020], [-0.122, -0.032, 0.018], [-0.033, -0.028, 0.037], [0.032, 0.459, 0.237], [0.139, 0.041, 0.136], [-0.023, 0.029, 0.091], [-0.021, 0.049, 0.109], [0.021, 0.094, -0.063], [0.089, 0.048, -0.099], [0.071, -0.010, 0.059], [0.034, 0.018, 0.000], [-0.235, -0.049, 0.050], [-0.032, -0.072, -0.060], [-0.039, -0.033, 0.216], [0.023, -0.016, -0.019], [0.056, -0.038, -0.035], [0.002, -0.013, -0.040], [0.535, 0.594, -0.150], [-0.009, -0.047, 0.058], [-0.060, 0.021, -0.109], [0.220, 0.196, -0.181], [-0.556, 0.264, 0.307], [-0.012, 0.023, 0.006], [-0.027, -0.076, 0.061], [-0.012, -0.052, 0.022], [0.304, -0.067, 0.137], [-0.018, -0.033, 0.027], [0.005, -0.018, -0.021], [0.119, 0.144, -0.440], [-0.044, -0.291, 0.574], [0.023, -0.003, 0.011], [0.059, 0.119, 0.163], [-0.109, -0.194, 0.097], [-0.096, -0.035, -0.018], [-0.086, 0.141, 0.016], [0.029, -0.008, 0.054], [0.053, -0.278, -0.115], [-0.590, -0.242, 0.482], [0.003, 0.018, 0.008], [0.640, -0.067, -0.642], [0.002, 0.005, 0.000], [0.054, 0.033, 0.069], [0.016, 0.005, 0.015], [0.051, -0.073, 0.088], [-0.061, 0.065, 0.000], [0.155, 0.079, 0.048], [0.005, -0.037, -0.025], [-0.064, 0.141, -0.392], [-0.005, -0.016, 0.008], [0.071, -0.260, -0.269], [0.026, -0.001, -0.002], [0.016, 0.131, -0.154], [-0.068, -0.032, -0.029], [0.010, 0.155, -0.337], [0.185, 0.247, -0.387], [-0.171, 0.158, -0.274], [-0.046, 0.059, 0.016], [-0.048, -0.203, 0.230], [-0.004, -0.041, 0.021], [-0.103, 0.044, 0.004], [0.022, 0.002, 0.014], [0.027, -0.051, -0.050]]}

***

2.
{"formula": "C40H52FN8O7PSY", "method": "ωB97M-V/def2-TZVPD", "relative_energy_kj_mol": 170.21, "homo_energy_ev": -5.13, "gap_ev": 7.40, "charge": -1, "symbols": ["H", "N", "H", "H", "H", "H", "O", "C", "C", "C", "S", "H", "C", "C", "H", "H", "C", "C", "C", "N", "C", "N", "H", "N", "H", "H", "C", "C", "C", "C", "O", "H", "N", "N", "H", "C", "H", "H", "H", "C", "C", "H", "C", "H", "H", "H", "O", "H", "C", "H", "C", "O", "N", "H", "O", "C", "H", "C", "H", "H", "C", "H", "C", "O", "C", "H", "H", "H", "C", "O", "C", "H", "H", "H", "H", "H", "C", "H", "C", "H", "C", "C", "H", "H", "C", "H", "C", "C", "H", "H", "H", "N", "H", "H", "C", "C", "H", "P", "C", "H", "H", "F", "H", "H", "C", "H", "C", "Y", "H", "C", "C"], "positions_angstrom": [[-3.37403, 3.25282, 2.67287], [2.30495, 3.13454, 2.55296], [4.61328, 5.86730, -0.92611], [-1.45612, 0.20108, 5.59520], [-2.43265, 1.97270, -3.12478], [4.08646, -1.92001, 2.12072], [-0.86805, -2.08864, 0.34499], [2.83454, 0.47997, -4.15927], [-0.23438, 4.53723, -0.15770], [-1.20207, -0.04518, 3.47471], [4.71808, 0.21480, -0.01261], [-1.03311, 6.35236, 2.14890], [-0.64222, 0.89000, -2.67382], [-0.16306, -1.48294, -2.90161], [1.53164, 4.22770, 4.19992], [-0.24132, 7.59521, 1.17297], [-2.65264, 3.13053, 1.86375], [-0.38920, 6.52058, 1.28395], [-1.92272, 1.80860, 1.95701], [3.04350, 3.83247, 0.14457], [-0.98433, -0.44263, -2.45272], [3.07026, -3.56350, 2.96048], [0.40468, 4.58441, -1.04878], [-0.82204, -0.75742, 2.47714], [0.89169, 2.21650, -3.37216], [-2.09035, 1.85647, -1.39055], [-0.37503, -2.79161, 1.35829], [5.00542, 4.92462, -0.53163], [-0.60553, -2.91541, -2.76013], [-2.18040, -5.88028, 2.67578], [1.08675, -2.86004, 1.29607], [-2.06609, 5.69386, 0.13936], [-0.28150, -2.04182, 2.69928], [0.57493, 4.41399, 1.07669], [2.98228, 0.07166, -5.16168], [2.82918, -4.92849, 2.94846], [-1.16193, 2.96741, -2.41413], [-0.03348, -0.75855, 5.11766], [3.61269, 0.91551, 4.64806], [-0.99588, 5.86610, 0.02339], [4.72951, 3.78332, -1.51248], [4.91936, 4.05634, -2.55076], [0.59157, 1.17876, -3.25145], [4.81993, 3.82187, 1.31908], [1.71829, -1.95611, -3.79649], [-0.15790, -4.76732, -0.41055], [-1.47723, 1.32715, 0.85463], [1.28622, 5.79911, 2.51013], [-0.94820, -4.18220, 1.49082], [1.38130, -3.35414, 4.11692], [4.78938, -3.74008, 1.32215], [5.22518, -5.92705, 0.48300], [2.07712, -0.46896, -0.66584], [3.03271, 2.40104, -1.43268], [1.22307, 2.02964, 0.36605], [-1.78445, 1.24586, 3.21783], [-2.35983, -7.78451, 1.69720], [1.76480, 2.11266, 4.63936], [5.33863, 2.91406, -1.26471], [-2.73445, -6.18967, 3.55423], [4.22292, 4.50601, 0.70993], [-0.85916, 6.50464, -0.84972], [1.22393, -1.98639, 2.45675], [1.99617, -5.48195, 3.63795], [1.37545, 3.26257, 3.71137], [3.85391, 2.66876, 4.79289], [0.23844, -3.59880, -2.87344], [-0.87483, 3.66810, -0.25860], [4.62140, -5.17639, 1.22182], [1.68576, -0.77987, 2.17629], [-0.73786, -5.08169, 0.45038], [-1.94901, -0.67520, -2.00904], [3.00767, 1.55692, -4.19776], [1.19444, 1.21958, 4.36822], [3.93919, 5.35104, 1.33655], [0.33323, 3.20008, 3.40162], [-1.66486, -4.58962, 2.60525], [-3.16686, 3.19394, 0.90299], [-1.96891, -6.77548, 1.63704], [4.26407, 2.26325, 2.41720], [4.01612, -3.00313, 2.11830], [1.04583, -1.15761, -3.49507], [-1.92606, 3.94677, 1.92031], [-1.80734, -3.89043, 3.41879], [3.18273, -0.20401, -0.38928], [-1.05649, -3.07106, -1.77985], [1.45540, 0.16620, -3.64045], [3.26045, 3.45312, -1.27160], [6.06598, 5.05691, -0.31529], [3.44824, -6.63406, 2.04834], [1.71277, 6.19399, 0.83090], [3.64577, -5.64687, 2.09434], [-2.17439, 1.79726, 4.06362], [3.59237, 0.04105, -3.50400], [3.27813, 2.02172, 2.81148], [2.02619, -2.70671, 3.53533], [-1.34576, -3.16012, -3.52726], [1.76860, 3.25292, 1.00831], [-1.63685, 1.98634, -2.37538], [2.95186, 1.09032, 2.34928], [2.61962, 4.05144, -1.92767], [5.73262, -3.18735, 0.54941], [-1.63103, -1.47334, 5.00715], [2.49676, -1.95387, 4.16931], [-1.07799, -0.53818, 4.88930], [-1.06414, -7.06429, -0.29306], [3.24428, 1.88884, 4.32494], [0.23945, -0.20114, 0.50557], [1.56987, 2.35104, 5.68507], [0.92749, 5.77551, 1.47948], [-1.23965, -6.37144, 0.52198]], "forces_ev_per_angstrom": [[0.035, 0.010, -0.033], [0.060, -0.169, 0.250], [0.001, -0.023, 0.029], [0.019, -0.024, -0.016], [-0.006, 0.006, 0.007], [-0.047, -0.047, 0.010], [-0.061, -0.503, -0.007], [-0.044, -0.037, 0.031], [0.085, 0.118, 0.249], [-0.262, 0.244, 0.113], [-0.167, -0.086, -0.086], [0.017, -0.002, -0.012], [-0.140, 0.074, 0.038], [-0.049, -0.023, 0.028], [0.050, 0.063, 0.010], [-0.029, -0.002, 0.011], [-0.057, 0.074, -0.035], [0.007, -0.031, -0.109], [-0.003, -0.256, 0.074], [0.305, -0.173, -0.134], [-0.082, 0.001, -0.186], [-0.126, -0.039, -0.271], [0.044, 0.026, 0.007], [0.011, -0.185, 0.158], [-0.019, -0.041, -0.016], [0.043, 0.010, -0.034], [-0.017, -0.005, 0.150], [0.025, -0.012, -0.017], [0.029, 0.088, 0.018], [0.054, -0.003, -0.049], [0.065, 0.017, 0.146], [0.020, 0.016, 0.006], [-0.105, -0.082, -0.063], [-0.118, 0.122, -0.135], [0.017, 0.001, 0.012], [-0.064, 0.148, 0.075], [0.007, -0.027, -0.006], [-0.025, 0.017, 0.015], [-0.015, 0.000, 0.012], [0.018, 0.018, 0.051], [0.021, 0.038, 0.021], [0.024, -0.009, 0.003], [0.055, 0.046, 0.061], [-0.005, -0.005, -0.029], [-0.032, 0.036, 0.000], [-0.044, 0.006, 0.049], [-0.063, 0.169, 0.184], [0.001, -0.022, -0.055], [-0.061, -0.032, 0.018], [-0.024, -0.036, 0.081], [0.141, -0.092, -0.122], [0.027, -0.006, 0.053], [1.505, -0.330, -1.024], [-0.008, -0.054, 0.043], [-0.236, -0.175, -0.078], [0.218, -0.067, -0.035], [0.004, 0.020, -0.003], [0.002, -0.051, -0.090], [0.008, -0.034, 0.024], [-0.007, 0.002, -0.016], [-0.120, -0.024, -0.212], [-0.013, -0.010, -0.005], [0.031, -0.037, 0.007], [0.065, 0.054, -0.075], [0.157, -0.142, -0.138], [0.001, -0.030, -0.004], [-0.031, 0.036, 0.006], [-0.054, -0.068, 0.064], [-0.053, -0.109, -0.031], [-0.062, -0.004, -0.050], [0.057, -0.077, -0.066], [0.045, -0.043, 0.056], [-0.019, -0.025, -0.014], [0.055, 0.044, 0.003], [-0.029, 0.030, 0.020], [-0.010, -0.018, -0.039], [-0.043, -0.024, -0.017], [0.008, 0.008, 0.026], [0.032, 0.073, 0.006], [-0.041, 0.024, 0.032], [-0.277, 0.207, 0.255], [0.086, 0.007, -0.003], [-0.021, -0.044, -0.033], [0.014, -0.009, -0.009], [0.364, 0.139, -0.116], [0.012, 0.009, -0.013], [0.052, -0.006, 0.000], [0.016, 0.080, 0.175], [-0.007, 0.025, -0.024], [-0.006, -0.056, 0.021], [-0.026, 0.003, -0.015], [0.086, 0.077, -0.039], [-0.015, -0.021, -0.007], [-0.044, 0.029, -0.009], [-0.078, 0.234, 0.079], [0.314, -0.097, 0.187], [0.013, -0.007, 0.009], [0.012, -0.055, 0.075], [0.055, -0.075, 0.023], [-0.071, 0.003, -0.028], [-0.049, 0.019, -0.001], [-0.017, -0.019, 0.010], [0.057, 0.040, -0.011], [-0.028, -0.030, 0.073], [-0.134, -0.082, 0.059], [0.006, 0.004, 0.024], [-0.066, 0.032, 0.020], [-1.092, 1.329, 0.267], [-0.011, -0.020, 0.018], [-0.073, -0.076, 0.026], [-0.050, 0.017, 0.042]]}